one | {"formula": "C3H3BrO2S", "method": "the ωB97M-V functional and the def2-TZVPD basis", "e_homo_ev": -9.65, "lumo_energy_ev": -0.87, "elements": ["C", "C", "C", "O", "O", "S", "Br", "H", "H", "H"], "xyz": [[-0.2822, 1.1207, 0.5468], [0.9523, 0.3277, -1.0979], [0.8485, -0.9571, -1.0672], [-1.6648, -1.2889, 0.7780], [-2.0011, 0.5258, 2.3396], [-1.1838, -0.0715, 1.3085], [1.8306, 1.5769, -2.0393], [-0.0453, 1.7941, 1.3365], [0.3167, -1.3951, -0.2480], [1.2290, -1.6326, -1.8570]]}

***

two | {"formula": "C3H3BrO2S", "method": "the ωB97M-V functional and the def2-TZVPD basis", "e_homo_ev": [-8.85, -8.85], "smiles": "O=S(=O)=C/C=C/Br", "lumo_energy_ev": [-1.50, -1.50], "elements": ["O", "S", "O", "C", "C", "C", "Br", "H", "H", "H"], "xyz": [[-2.2159, 2.3659, 0.2309], [-1.6790, 1.0540, 0.3875], [-2.0928, 0.2839, 1.5414], [-0.1775, 0.6941, -0.2233], [0.3558, -0.5438, 0.0578], [1.4155, -1.0632, -0.5716], [2.3200, -2.6256, -0.0366], [0.2396, 1.4925, -0.9000], [-0.1490, -1.0389, 0.8036], [1.9833, -0.6188, -1.2897]]}

***

Last place for stability: one

***

one | {"formula": "CH2N2O4P", "method": "the ωB97M-V functional and the def2-TZVPD basis", "e_homo_ev": -4.51, "charge": -1, "lumo_energy_ev": 3.82, "elements": ["C", "N", "N", "O", "O", "O", "O", "P", "H", "H"], "xyz": [[0.3570, 0.3520, -2.2532], [0.2785, 0.0117, 0.1515], [-0.6952, 0.7929, 0.4211], [-0.3977, -0.4555, -2.3961], [-0.9754, 1.7163, -0.3202], [1.1829, 1.1288, -2.3150], [-1.2344, 0.6484, 1.5913], [-0.1822, -1.2779, 1.4109], [0.6520, -0.9985, 2.5607], [1.0144, -1.9182, 1.1492]]}

***

two | {"formula": "CH2N2O4P", "method": "the ωB97M-V functional and the def2-TZVPD basis", "e_homo_ev": -3.96, "charge": -1, "smiles": "NP(C(=O)[O-])[N+](=O)[O-]", "lumo_energy_ev": 4.12, "elements": ["N", "P", "C", "O", "O", "N", "O", "O", "H", "H"], "xyz": [[-1.5712, -0.1656, -0.2711], [-0.4271, 0.9808, 0.1566], [0.2774, -0.2532, 1.7318], [1.3518, 0.1345, 2.0011], [-0.4723, -1.1547, 1.9660], [1.0818, 0.5897, -1.2838], [0.8788, -0.2016, -2.1883], [2.0566, 1.3791, -1.2470], [-1.7332, -0.3878, -1.2494], [-1.4426, -0.9211, 0.3841]]}

***

Last place for stability: one

***

one | {"formula": "C2H2Cl3NO", "method": "the ωB97M-V functional and the def2-TZVPD basis", "e_homo_ev": [-10.66, -10.14], "lumo_energy_ev": [-1.35, -1.09], "elements": ["C", "C", "N", "O", "Cl", "Cl", "Cl", "H", "H"], "xyz": [[0.0461, -0.4927, 0.4685], [0.3085, 0.8299, -0.1863], [-0.7406, -1.5253, -0.1888], [-1.0752, -0.9362, 1.0998], [0.9527, 0.6005, -1.7468], [-1.4364, 1.6603, -0.2294], [1.2410, 2.0566, 0.7084], [1.9180, -1.1895, 1.0226], [-1.2140, -1.0035, -0.9479]]}

***

two | {"formula": "C2H2Cl3NO", "method": "the ωB97M-V functional and the def2-TZVPD basis", "e_homo_ev": -9.45, "smiles": "O=NCC(Cl)(Cl)Cl", "lumo_energy_ev": -0.55, "elements": ["O", "N", "C", "C", "Cl", "Cl", "Cl", "H", "H"], "xyz": [[1.2051, -1.3074, -1.4441], [0.6366, -0.2607, -1.6519], [-0.1293, 0.3565, -0.7608], [-0.0941, -0.0436, 0.9402], [-1.2316, 1.1436, 1.6343], [1.4764, 0.3061, 1.6531], [-0.6310, -1.6282, 1.3012], [-1.0847, 0.0197, -1.0647], [-0.1474, 1.4140, -0.6074]]}

***

Last place for stability: one

***

one | {"formula": "C2H2N4", "method": "the ωB97M-V functional and the def2-TZVPD basis", "e_homo_ev": -9.36, "smiles": "c1cnnnn1", "lumo_energy_ev": -0.73, "elements": ["C", "C", "N", "N", "N", "N", "H", "H"], "xyz": [[-0.4888, 0.6604, -0.0362], [-0.8191, -0.5362, -0.0981], [0.3462, -1.3871, 0.1062], [1.4804, -0.9469, -0.0722], [1.7817, 0.4054, -0.0409], [0.7455, 1.1285, 0.0866], [-1.2471, 1.4461, -0.0570], [-1.7988, -0.7701, 0.1116]]}

***

two | {"formula": "C2H2N4", "method": "the ωB97M-V functional and the def2-TZVPD basis", "e_homo_ev": -9.05, "lumo_energy_ev": -1.56, "elements": ["C", "C", "N", "N", "N", "N", "H", "H"], "xyz": [[-2.1344, -0.2561, -1.7697], [-3.4307, -0.4369, -2.3093], [-1.5780, -0.2221, -0.6487], [-4.4910, -0.2236, -2.6777], [0.0467, -0.4543, 1.1046], [-1.3966, -0.0782, 0.5700], [0.6649, -0.4959, 0.3197], [0.4384, 0.4011, 1.6123]]}

***

three | {"formula": "C2H2N4", "method": "the ωB97M-V functional and the def2-TZVPD basis", "e_homo_ev": -10.17, "smiles": "c1ncnnn1", "lumo_energy_ev": -0.62, "elements": ["C", "N", "C", "N", "N", "N", "H", "H"], "xyz": [[0.8851, -0.5869, 0.4709], [0.1300, 0.3420, 1.0533], [-0.7540, 0.8505, 0.2032], [-0.9571, 0.4408, -1.0538], [-0.3787, -0.6775, -1.4183], [0.5868, -1.1818, -0.6829], [1.8518, -0.8705, 0.8881], [-1.3639, 1.6833, 0.5395]]}

***

Last place for stability: two

***

one | {"formula": "C24H17AlAsCl2S2", "method": "the ωB97M-V functional and the def2-TZVPD basis", "e_homo_ev": -11.63, "charge": 1, "lumo_energy_ev": -2.80, "elements": ["Al", "S", "C", "C", "C", "C", "C", "C", "As", "C", "C", "C", "C", "C", "C", "C", "C", "C", "C", "C", "C", "H", "H", "H", "H", "H", "H", "H", "H", "H", "H", "H", "H", "H", "H", "Cl", "C", "C", "C", "C", "C", "Cl", "C", "S", "H", "H", "H"], "xyz": [[0.5616, -0.2210, -2.5514], [2.6572, -0.7126, -2.8433], [3.1749, -1.1306, -1.1751], [4.4291, -1.7287, -1.0811], [4.9552, -2.0759, 0.1530], [4.2398, -1.8435, 1.3172], [2.9905, -1.2542, 1.2358], [2.4609, -0.8899, 0.0009], [0.7345, -0.0693, -0.1068], [-0.4148, -0.9523, 1.1484], [-0.7838, -2.2712, 0.8990], [-1.5975, -2.9358, 1.8024], [-2.0435, -2.2823, 2.9451], [-1.6736, -0.9671, 3.1889], [-0.8553, -0.2961, 2.2904], [0.9148, 1.7567, 0.4440], [2.1036, 2.2317, 0.9852], [2.1827, 3.5573, 1.3871], [1.0842, 4.3945, 1.2500], [-0.0994, 3.9167, 0.7009], [-0.1861, 2.5966, 0.2902], [4.9932, -1.9231, -1.9843], [5.9323, -2.5386, 0.2008], [4.6497, -2.1216, 2.2784], [2.4161, -1.0777, 2.1381], [-0.4267, -2.7871, 0.0152], [-1.8804, -3.9640, 1.6188], [-2.6786, -2.8033, 3.6494], [-2.0182, -0.4618, 4.0812], [-0.5654, 0.7297, 2.4817], [2.9611, 1.5799, 1.0922], [3.1049, 3.9349, 1.8083], [1.1508, 5.4269, 1.5676], [-0.9516, 4.5734, 0.5864], [-1.1073, 2.2267, -0.1477], [-1.0291, -1.9267, -2.9614], [-2.4016, -0.8201, -2.7549], [-3.5865, -1.3788, -2.3248], [-4.6773, -0.5404, -2.1774], [-4.5547, 0.8126, -2.4479], [-3.3433, 1.3417, -2.8645], [-3.2402, 3.0338, -3.1740], [-2.2084, 0.5338, -3.0397], [-0.6904, 1.2337, -3.6144], [-3.6564, -2.4379, -2.1199], [-5.6258, -0.9449, -1.8522], [-5.4011, 1.4763, -2.3359]]}

***

two | {"formula": "C24H17AlAsCl2S2", "method": "the ωB97M-V functional and the def2-TZVPD basis", "e_homo_ev": -11.47, "charge": 1, "lumo_energy_ev": -3.06, "elements": ["Al", "S", "C", "C", "C", "C", "C", "C", "As", "C", "C", "C", "C", "C", "C", "C", "C", "C", "C", "C", "C", "H", "H", "H", "H", "H", "H", "H", "H", "H", "H", "H", "H", "H", "H", "Cl", "C", "C", "C", "C", "C", "Cl", "C", "S", "H", "H", "H"], "xyz": [[0.4567, -0.1538, -2.0994], [2.5288, -0.7110, -2.5055], [3.2172, -1.1304, -0.9148], [4.5828, -1.3979, -0.9015], [5.2219, -1.7307, 0.2815], [4.5166, -1.8028, 1.4744], [3.1585, -1.5358, 1.4766], [2.5106, -1.1971, 0.2934], [0.6390, -0.8205, 0.2635], [-0.2054, -1.5771, 1.8105], [-0.4833, -2.9395, 1.8285], [-1.0579, -3.5020, 2.9565], [-1.3582, -2.7064, 4.0529], [-1.0812, -1.3471, 4.0296], [-0.5007, -0.7754, 2.9077], [0.5152, 1.1180, 0.3947], [1.6338, 1.9419, 0.3076], [1.4620, 3.3135, 0.1763], [0.1875, 3.8596, 0.1413], [-0.9284, 3.0410, 0.2441], [-0.7680, 1.6711, 0.3570], [5.1443, -1.3444, -1.8240], [6.2828, -1.9381, 0.2688], [5.0214, -2.0660, 2.3928], [2.5922, -1.5914, 2.3993], [-0.2504, -3.5640, 0.9731], [-1.2735, -4.5610, 2.9783], [-1.8100, -3.1485, 4.9299], [-1.3129, -0.7301, 4.8865], [-0.2796, 0.2851, 2.8901], [2.6300, 1.5144, 0.3286], [2.3282, 3.9560, 0.1007], [0.0605, 4.9270, 0.0286], [-1.9209, 3.4692, 0.2191], [-1.6441, 1.0300, 0.4180], [-1.4901, -1.4317, -2.8112], [-2.5724, -0.0428, -3.0080], [-3.9256, -0.3090, -2.9960], [-4.7979, 0.7618, -3.1265], [-4.3038, 2.0474, -3.2507], [-2.9367, 2.2750, -3.2538], [-2.3600, 3.8929, -3.4039], [-2.0134, 1.2268, -3.1407], [-0.2937, 1.5642, -3.2091], [-4.2860, -1.3212, -2.8905], [-5.8642, 0.5909, -3.1266], [-4.9720, 2.8900, -3.3479]]}

***

Last place for stability: two

***

one | {"formula": "F6H24O12P", "method": "the ωB97M-V functional and the def2-TZVPD basis", "e_homo_ev": -8.69, "charge": -1, "lumo_energy_ev": 2.16, "elements": ["P", "F", "F", "F", "F", "F", "F", "O", "H", "H", "O", "H", "H", "O", "H", "H", "O", "H", "H", "O", "H", "H", "O", "H", "H", "O", "H", "H", "O", "H", "H", "O", "H", "H", "O", "H", "H", "O", "H", "H", "O", "H", "H"], "xyz": [[-1.0816, -22.4882, 4.5736], [0.4930, -22.0613, 4.5459], [-1.0668, -22.2566, 6.2121], [-1.4912, -20.8807, 4.3291], [-2.6411, -22.8240, 4.6134], [-1.1392, -22.5755, 2.9835], [-0.6715, -24.0130, 4.6977], [-6.8060, -19.5140, 4.0766], [-6.0606, -19.8417, 4.5799], [-6.5497, -18.6291, 3.8167], [1.8474, -17.6853, 2.2953], [1.4331, -18.3881, 2.7958], [2.7864, -17.8232, 2.4200], [-4.5287, -26.2239, 0.8841], [-4.3598, -26.0707, 1.8138], [-4.6469, -25.3490, 0.5143], [-8.1030, -22.3686, 0.3036], [-8.9961, -22.6264, 0.5321], [-7.8308, -21.7897, 1.0156], [-2.3600, -20.7315, 12.7938], [-3.0174, -20.6398, 12.1041], [-2.4601, -21.6321, 13.1025], [1.2596, -26.4088, 0.0843], [2.0851, -26.6318, 0.5144], [0.8866, -25.7136, 0.6265], [-0.3503, -25.4290, 10.4027], [-0.4421, -24.7662, 9.7183], [-1.2300, -25.7922, 10.5046], [-3.5319, -20.5294, -3.2655], [-4.3171, -20.3755, -3.7909], [-3.7898, -21.2080, -2.6416], [-4.5007, -15.7382, 2.9990], [-4.3666, -15.8645, 2.0597], [-3.7473, -16.1639, 3.4083], [-1.8406, -16.4246, -1.0745], [-1.1615, -16.8158, -0.5249], [-2.1436, -17.1432, -1.6296], [5.6652, -23.0871, 6.7296], [5.4713, -22.4882, 7.4506], [4.8177, -23.2438, 6.3132], [-0.2678, -29.8881, 3.5464], [-0.1395, -29.2126, 2.8804], [0.2699, -30.6224, 3.2500]]}

***

two | {"formula": "F6H24O12P", "method": "the ωB97M-V functional and the def2-TZVPD basis", "e_homo_ev": -7.64, "charge": -1, "lumo_energy_ev": 2.48, "elements": ["P", "F", "F", "F", "F", "F", "F", "O", "H", "H", "O", "H", "H", "O", "H", "H", "O", "H", "H", "O", "H", "H", "O", "H", "H", "O", "H", "H", "O", "H", "H", "O", "H", "H", "O", "H", "H", "O", "H", "H", "O", "H", "H"], "xyz": [[22.1949, -3.8215, 7.7988], [22.0017, -4.4707, 6.3393], [22.5316, -2.4272, 6.9961], [20.6139, -3.3347, 7.7512], [22.4106, -3.0454, 9.2025], [21.8254, -5.1684, 8.5560], [23.7633, -4.1732, 7.7699], [23.8956, -3.3477, 4.5243], [23.6024, -3.5427, 5.4222], [23.0745, -3.3396, 4.0128], [20.4307, -0.6652, 8.6560], [20.5176, -1.4086, 8.0462], [20.9055, 0.0559, 8.2216], [21.9731, -0.9645, 11.1991], [21.2717, -0.8401, 10.5424], [22.1043, -1.9163, 11.2140], [22.5370, 0.3967, 6.7726], [22.0653, 0.3262, 5.9382], [22.7547, -0.5189, 6.9961], [25.1250, -2.0046, 9.1690], [25.3637, -1.4393, 9.9092], [24.2075, -2.2651, 9.3430], [26.6383, -4.3313, 9.6293], [26.0091, -3.6776, 9.2790], [27.0488, -3.8868, 10.3745], [21.4090, -3.9395, 3.1229], [21.3696, -4.8686, 3.3818], [20.7876, -3.5025, 3.7132], [21.4233, -6.6388, 4.2963], [22.3789, -6.5745, 4.4049], [21.1734, -7.4665, 4.7133], [18.3014, -4.2314, 6.7722], [17.5598, -3.7113, 7.0912], [19.0866, -3.8052, 7.1504], [23.6216, -7.6000, 7.7869], [23.0527, -8.3589, 7.6340], [23.0905, -6.8394, 7.5251], [19.5169, -6.1621, 10.1599], [20.2469, -5.8373, 9.6209], [18.8671, -5.4553, 10.1266], [26.0550, -1.5716, 6.6186], [26.6898, -2.2922, 6.6426], [25.3876, -1.8249, 7.2745]]}

***

Last place for stability: one

***

one | {"formula": "C7H16O", "method": "the ωB97M-V functional and the def2-TZVPD basis", "e_homo_ev": -9.71, "smiles": "C=CCCCCC.O", "lumo_energy_ev": 0.86, "elements": ["C", "C", "C", "C", "C", "C", "C", "H", "H", "H", "H", "H", "H", "H", "H", "H", "H", "H", "H", "H", "H", "O", "H", "H"], "xyz": [[-1.4149, 1.8778, -1.2437], [-1.1832, 1.4595, -0.0100], [-1.4863, 0.0919, 0.5272], [-1.1132, -1.0488, -0.4662], [0.4042, -1.1634, -0.7260], [1.2157, -1.3768, 0.5456], [0.7385, -2.5531, 1.3879], [-2.0755, 1.3867, -1.9626], [-1.1233, 2.8921, -1.5017], [-0.7792, 2.1459, 0.7343], [-2.5491, -0.0610, 0.7507], [-0.9494, -0.1140, 1.4505], [-1.6089, -0.7680, -1.3884], [-1.4892, -1.9893, -0.0715], [0.5186, -2.0600, -1.3412], [0.7145, -0.2506, -1.2359], [2.2723, -1.4584, 0.3120], [1.1663, -0.4668, 1.1419], [0.4754, -3.4154, 0.7803], [1.4802, -2.8513, 2.1372], [-0.1363, -2.2932, 1.9761], [2.1675, 2.5106, -0.1598], [1.3920, 2.8183, -0.6350], [2.0635, 2.7709, 0.7710]]}

***

two | {"formula": "C7H16O", "method": "the ωB97M-V functional and the def2-TZVPD basis", "e_homo_ev": -8.56, "lumo_energy_ev": 0.78, "elements": ["C", "C", "C", "C", "C", "C", "C", "O", "H", "H", "H", "H", "H", "H", "H", "H", "H", "H", "H", "H", "H", "H", "H", "H"], "xyz": [[0.0780, 0.8292, -0.4637], [0.4424, -1.2931, 0.8183], [0.0876, 0.0347, 1.2313], [0.8747, 0.2053, -1.6067], [-1.3830, 0.9994, -0.8695], [0.6889, 2.1940, -0.1322], [-0.5733, -2.2452, 0.2573], [0.6308, -1.6575, 2.5462], [-0.2442, -1.8508, 2.9180], [1.4602, -1.4357, 0.4671], [-0.9289, 0.1637, 1.5977], [0.8540, 0.5820, 1.7712], [-1.9672, 1.4962, -0.0894], [0.1404, 2.7076, 0.6621], [1.9100, 0.0048, -1.3197], [0.9049, 0.8890, -2.4665], [0.4242, -0.7135, -1.9868], [-1.4634, 1.6287, -1.7659], [-1.8566, 0.0415, -1.0977], [1.7334, 2.1001, 0.1792], [0.6704, 2.8479, -1.0144], [-1.5741, -2.0448, 0.6454], [-0.6021, -2.2202, -0.8340], [-0.3071, -3.2634, 0.5526]]}

***

Last place for stability: two

***

one | {"formula": "C7H16O", "method": "the ωB97M-V functional and the def2-TZVPD basis", "e_homo_ev": -9.22, "smiles": "CC(C)C.C=COC", "lumo_energy_ev": 1.02, "elements": ["C", "C", "C", "C", "H", "H", "H", "H", "H", "H", "H", "H", "H", "H", "C", "C", "O", "C", "H", "H", "H", "H", "H", "H"], "xyz": [[-1.2851, -0.7376, 1.2374], [-1.2849, 0.0144, -0.0867], [-2.2975, -0.5572, -1.0642], [-1.4766, 1.5110, 0.1187], [-1.1301, -1.8022, 1.0719], [-0.4616, -0.3859, 1.8553], [-2.2330, -0.5891, 1.7539], [-0.2009, -0.1018, -0.4557], [-2.2832, -0.0166, -2.0089], [-2.1032, -1.6108, -1.2530], [-3.2985, -0.4620, -0.6426], [-0.6835, 1.9060, 0.7496], [-1.4477, 2.0461, -0.8293], [-2.4423, 1.6992, 0.5878], [1.8872, -1.9851, -0.1615], [1.7728, -0.7067, -0.4870], [1.9063, 0.3469, 0.5438], [2.6681, 1.4741, 0.2233], [2.0783, -2.7313, -0.9111], [1.7486, -2.3261, 0.8496], [1.9863, -0.3441, -1.4861], [2.2127, 2.0669, -0.5809], [3.6654, 1.2032, -0.1510], [2.7022, 2.0884, 1.1268]]}

***

two | {"formula": "C7H16O", "method": "the ωB97M-V functional and the def2-TZVPD basis", "e_homo_ev": -9.29, "smiles": "C/C=C/C.CCCO", "lumo_energy_ev": 0.98, "elements": ["C", "C", "C", "C", "H", "H", "H", "H", "H", "H", "H", "H", "C", "C", "C", "O", "H", "H", "H", "H", "H", "H", "H", "H"], "xyz": [[1.3008, 2.6526, -1.0374], [1.7781, 1.2342, -0.9892], [1.2429, 0.2432, -1.6851], [1.6862, -1.1833, -1.6039], [0.3261, 2.7288, -1.5166], [1.2187, 3.0876, -0.0415], [1.9855, 3.2985, -1.5892], [2.6248, 1.0185, -0.3410], [0.4033, 0.4626, -2.3377], [2.6601, -1.2834, -1.1254], [0.9810, -1.7835, -1.0180], [1.7294, -1.6497, -2.5875], [-2.8172, -1.0461, 0.5497], [-1.7442, -1.2707, 1.5943], [-0.6819, -0.1922, 1.5634], [0.3755, -0.5843, 2.4458], [-2.4025, -1.0315, -0.4591], [-3.5634, -1.8393, 0.5843], [-3.3457, -0.1049, 0.7022], [-1.2385, -2.2286, 1.4329], [-2.1763, -1.3050, 2.5994], [-1.1093, 0.7597, 1.8964], [-0.2877, -0.0791, 0.5521], [1.0543, 0.0960, 2.4109]]}

***

Last place for stability: one